Record 1
Below is a structure of composition CHF3NO3SY in a non-equilibrium geometry, with properties calculated with the ωB97M-V functional and the def2-TZVPD basis.

Element x y z (Å)
1 Y -2.48858 -1.30742 0.71516
2 O -0.58615 -0.76464 1.80957
3 N 0.61389 -0.58596 1.34416
4 S 0.58285 -0.61920 -0.37878
5 O -0.79998 -0.96802 -0.82925
6 O 1.71599 -1.34905 -0.91991
7 C 0.80608 1.15705 -0.94285
8 F -0.34666 1.79056 -0.87267
9 F 1.68597 1.73826 -0.15329
10 F 1.24522 1.15946 -2.18540
11 H -2.42863 -0.25104 2.41325

Results
- HOMO energy (spin up / spin down): -0.4909 / -0.5133 Ha
- Molar mass: 253.0 g/mol
- Spin multiplicity: 2
- E: -28704.4271 eV
- Charge: +1
- Energy above the lowest of the compared OMol25 structures with the same formula, charge and spin: 13.9 kcal per mole
- Lowest unoccupied orbital energy (spin up / spin down): -0.23237 / -0.23577 Ha
- Frontier orbital gap (spin up / spin down): 7.035 / 7.552 eV
- ⟨S²⟩: 0.755

***

Record 2
Below is a structure of composition CHF3NO4S2Sm in a non-equilibrium geometry, with properties calculated with the ωB97M-V functional and the def2-TZVPD basis.

Element x y z (Å)
1 N -1.03942 0.77533 0.36258
2 S -0.58336 1.88215 -0.57625
3 O -1.12596 3.18281 -0.36283
4 O 0.62227 1.70103 -1.37417
5 S -0.54848 -0.81834 0.25329
6 O 0.58205 -0.98740 -0.67770
7 O -1.70891 -1.65152 0.10637
8 C 0.20174 -1.05431 1.96943
9 F 1.22248 -0.24646 2.09430
10 F -0.71818 -0.80011 2.86125
11 F 0.58476 -2.30525 2.02911
12 H 0.62085 0.39099 -4.09133
13 Sm 1.89015 -0.06892 -2.59405

Results
- HOMO energy (spin up / spin down): -0.4317 / -0.4435 Ha
- Molar mass: 362.5 g/mol
- Spin multiplicity: 7
- E: -58448.8801 eV
- Charge: +1
- Energy above the lowest of the compared OMol25 structures with the same formula, charge and spin: 78.2 kcal per mole
- Lowest unoccupied orbital energy (spin up / spin down): -0.23792 / -0.23747 Ha
- Frontier orbital gap (spin up / spin down): 5.273 / 5.606 eV
- ⟨S²⟩: 12.009

***

Record 3
Below is a structure of composition CHF3NO5S2Tb in a non-equilibrium geometry, with properties calculated with the ωB97M-V functional and the def2-TZVPD basis.

Element x y z (Å)
1 O 1.87603 -0.90443 0.27015
2 Tb 1.76467 -1.59195 -1.80823
3 H -0.61201 0.21503 -1.79859
4 N -0.62356 -0.87240 0.80784
5 S -1.30697 -1.36220 -0.61535
6 O -0.20835 -2.24934 -1.27125
7 O -2.47506 -2.19496 -0.24661
8 S 0.73302 0.03828 0.77476
9 O 0.82063 0.40054 -1.70371
10 O 1.27578 0.22539 2.15125
11 C -0.13792 1.73746 0.83640
12 F -0.95158 1.98590 -0.19601
13 F -0.92237 1.85339 1.91464
14 F 0.76770 2.71929 0.88469

Results
- HOMO energy (spin up / spin down): -0.3215 / -0.3221 Ha
- Molar mass: 387.1 g/mol
- Spin multiplicity: 7
- E: -65033.2621 eV
- Charge: 0
- Energy above the lowest of the compared OMol25 structures with the same formula, charge and spin: 123.3 kcal per mole
- Lowest unoccupied orbital energy (spin up / spin down): -0.09614 / -0.07432 Ha
- Frontier orbital gap (spin up / spin down): 6.133 / 6.742 eV
- ⟨S²⟩: 12.741

***

Record 4
Below is a cluster of 2 separate species, CHF3O2P in total in a non-equilibrium geometry, with properties calculated with the ωB97M-V functional and the def2-TZVPD basis.

Element x y z (Å)
1 C -1.12129 0.41487 0.16376
2 O 3.13320 -2.52428 0.44615
3 O 2.65261 -0.19383 -0.17857
4 F -1.36501 1.03513 1.32941
5 F -2.20710 -0.41062 0.04422
6 F -1.14088 1.26414 -0.80530
7 P 3.37889 -1.41426 -0.51661
8 H -0.21714 -0.34907 0.14510

Results
- HOMO energy: -0.1458 Ha
- Molar mass: 133.0 g/mol
- Spin multiplicity: 1
- E: -22592.5186 eV
- Charge: -1
- Energy above the lowest of the compared OMol25 structures with the same formula, charge and spin: 40.7 kcal per mole
- Lowest unoccupied orbital energy: 0.13694 Ha
- Frontier orbital gap: 7.693 eV

***

Record 5
Below is an isolated molecule of CHF3O4S in a non-equilibrium geometry, with properties calculated with the ωB97M-V functional and the def2-TZVPD basis.

Element x y z (Å)
1 C 0.95150 -2.80974 -0.78709
2 O -1.44841 -1.75203 0.12450
3 O -0.99688 -1.74371 -2.18039
4 O -0.26918 0.80916 -0.88609
5 O 0.60040 -0.23807 -0.69399
6 F 0.88558 -4.06296 -1.10641
7 F 1.74053 -2.19493 -1.70743
8 F 1.46517 -2.70061 0.45640
9 S -0.54734 -1.66465 -0.85930
10 H -0.24909 1.10532 -1.81615

Results
- HOMO energy (spin up / spin down): -0.2303 / -0.4384 Ha
- Molar mass: 166.1 g/mol
- Spin multiplicity: 3
- E: -28220.6398 eV
- Charge: 0
- Energy above the lowest of the compared OMol25 structures with the same formula, charge and spin: 44.0 kcal per mole
- Lowest unoccupied orbital energy (spin up / spin down): 0.00039 / -0.16971 Ha
- Frontier orbital gap (spin up / spin down): 6.276 / 7.311 eV
- ⟨S²⟩: 2.009

***

Record 6
Below is a structure of composition CHF4NO3S2 in a non-equilibrium geometry, with properties calculated with the ωB97M-V functional and the def2-TZVPD basis.

Element x y z (Å)
1 C 2.99532 0.00304 0.35073
2 N 0.71853 -1.73852 0.73950
3 O -1.09810 -2.78054 -0.64351
4 O 1.84362 -1.63813 -1.45012
5 O 0.62184 0.42355 -0.56694
6 F 2.77652 0.73153 1.46277
7 F 4.01210 -0.83404 0.58889
8 F 3.33049 0.85558 -0.66275
9 F -1.63309 0.25414 0.27282
10 S -0.61535 -2.48761 0.72328
11 S 1.36455 -0.81438 -0.40954
12 H -0.98190 0.66895 -0.26592

Results
- HOMO energy: -0.4406 Ha
- Molar mass: 215.1 g/mol
- Spin multiplicity: 1
- E: -41223.9389 eV
- Charge: 0
- Energy above the lowest of the compared OMol25 structures with the same formula, charge and spin: 0.0 kcal per mole
- Lowest unoccupied orbital energy: -0.09103 Ha
- Frontier orbital gap: 9.513 eV

***

Record 7
Below is a structure of composition CHF4NO4S2V in a non-equilibrium geometry, with properties calculated with the ωB97M-V functional and the def2-TZVPD basis.

Element x y z (Å)
1 V 0.78572 2.16670 0.06794
2 N 0.68198 -0.91665 0.14417
3 S 1.49519 0.05431 -1.09589
4 O 2.88684 -0.45781 -0.97502
5 O 0.91883 -0.20383 -2.44023
6 S -0.66865 -0.37301 0.72179
7 O -0.60813 1.14233 0.78104
8 O -1.05082 -1.02220 1.96470
9 C -2.14730 -0.59524 -0.39162
10 F -2.02130 0.15554 -1.47040
11 F -2.22938 -1.86929 -0.72851
12 F -3.24378 -0.22963 0.24989
13 F 2.78690 1.56281 1.74729
14 H 2.41391 0.58597 1.42484

Results
- HOMO energy (spin up / spin down): -0.3564 / -0.3531 Ha
- Molar mass: 282.1 g/mol
- Spin multiplicity: 4
- E: -68957.3165 eV
- Charge: 0
- Lowest unoccupied orbital energy (spin up / spin down): -0.08614 / -0.08875 Ha
- Frontier orbital gap (spin up / spin down): 7.353 / 7.193 eV
- ⟨S²⟩: 3.773

***

Record 8
Below is an isolated molecule of CHF4NO4S3 in a non-equilibrium geometry, with properties calculated with the ωB97M-V functional and the def2-TZVPD basis.

Element x y z (Å)
1 O 2.28920 -1.70791 1.59269
2 S 1.62974 -1.24665 0.23526
3 O 0.84814 -2.51381 -0.27449
4 F 2.91348 -0.89100 -0.84336
5 N 0.59915 0.10342 0.63681
6 S 1.48661 1.47871 1.24790
7 S -0.51076 0.52391 -0.64361
8 O -0.33403 -0.27309 -1.95769
9 O -0.47679 2.04820 -1.03294
10 C -2.25375 0.12865 0.03060
11 F -2.77672 -1.05578 -0.69221
12 F -3.13688 1.31819 0.00177
13 F -2.09134 -0.30898 1.46725
14 H 1.81396 2.39613 0.23203

Results
- HOMO energy: -0.4147 Ha
- Molar mass: 263.2 g/mol
- Spin multiplicity: 1
- E: -54100.6753 eV
- Charge: 0
- SMILES string: O=S(=O)(F)N(S)S(=O)(=O)C(F)(F)F
- Lowest unoccupied orbital energy: -0.08946 Ha
- Frontier orbital gap: 8.849 eV

***

Record 9
Below is a cluster of 2 separate species, CHF4P in total in a non-equilibrium geometry, with properties calculated with the ωB97M-V functional and the def2-TZVPD basis.

Element x y z (Å)
1 C -0.67503 -0.67650 0.22041
2 F -1.56456 -1.18078 -0.58203
3 F -1.18447 0.07429 1.22835
4 F 0.08596 -1.71072 0.64226
5 F 2.17864 0.81025 -0.04299
6 P 1.05774 0.97182 -1.18812
7 H 0.10173 1.71164 -0.27788

Results
- HOMO energy (spin up / spin down): -0.3346 / -0.3561 Ha
- Molar mass: 120.0 g/mol
- Spin multiplicity: 1
- E: -21209.6457 eV
- Charge: 0
- Energy above the lowest of the compared OMol25 structures with the same formula, charge and spin: 52.4 kcal per mole
- Lowest unoccupied orbital energy (spin up / spin down): -0.03251 / -0.04026 Ha
- Frontier orbital gap (spin up / spin down): 8.219 / 8.595 eV

***

Record 10
Below is a cluster of 2 separate species, CHFI2S in total in a non-equilibrium geometry, with properties calculated with the ωB97M-V functional and the def2-TZVPD basis.

Element x y z (Å)
1 C 0.12263 1.01392 -0.44195
2 F 0.84075 1.97521 0.04230
3 S -0.97622 1.08813 -1.60791
4 I -5.47002 0.93627 0.18067
5 I -4.78715 -1.61207 -0.15538
6 H 0.49161 0.01628 0.13514

Results
- HOMO energy: -0.3460 Ha
- Molar mass: 317.9 g/mol
- Spin multiplicity: 1
- E: -30806.4396 eV
- Charge: 0
- SMILES string: FC=S.II
- Energy above the lowest of the compared OMol25 structures with the same formula, charge and spin: 7.2 kcal per mole
- Lowest unoccupied orbital energy: -0.06266 Ha
- Frontier orbital gap: 7.711 eV